(1)
The following is a DFT calculation (wB97M-V/def2-TZVPD) of a molecular structure, C4H11P3.

```
18
C4H11P3 (wB97M-V/def2-TZVPD)
C 1.63 0.15 -0.28
C 1.65 -0.95 -1.27
C -0.50 -1.20 0.98
C 0.24 0.12 1.04
P 2.76 1.33 -0.27
P -1.76 1.26 -1.05
P -0.76 1.67 0.83
H 2.47 -0.64 -2.00
H 0.68 -0.76 -1.92
H 1.91 -1.87 -0.83
H -1.43 -1.13 1.70
H 0.08 -2.09 1.36
H -0.89 -1.30 -0.01
H 0.71 0.15 1.97
H 2.33 2.12 0.70
H -3.01 1.98 -0.54
H -1.55 2.56 -1.67
H -1.82 1.29 1.58
```

The calculation puts the LUMO energy at 0.5 eV. For the energy above the lowest of the compared OMol25 structures with the same formula, charge and spin, the calculation gives 197.2 kJ/mol. For the HOMO energy, the calculation gives -0.3202 Eh. The net charge is 0.

Here are the Mulliken charges for atoms 1 to 6, given in e: number 1, C, carries 0.31; number 2, C, carries -1.13; number 3, C, carries -1.31; number 4, C, carries -0.23; number 5, P, carries -0.10; number 6, P, carries -0.23

(2)
The following is a DFT calculation (wB97M-V/def2-TZVPD) of 2 unconnected molecules or ions with the total composition C4H11PS.

```
17
C4H11PS (wB97M-V/def2-TZVPD)
C -0.64 1.32 1.09
C 1.60 -1.70 0.60
C -2.01 0.99 0.42
C 1.35 -1.38 -0.63
P 2.23 -0.19 -1.73
S -1.93 0.18 -1.21
H -0.55 1.77 2.11
H 0.05 0.47 1.17
H -0.18 2.08 0.41
H -1.60 -1.14 -0.70
H 1.08 -2.39 1.07
H 2.48 -1.20 1.07
H -2.67 1.88 0.16
H -2.66 0.40 1.10
H 0.61 -2.03 -1.09
H 1.59 1.02 -1.08
H 1.25 -0.05 -2.76
```

The calculation puts the LUMO energy at 0.8 eV. For the energy above the lowest of the compared OMol25 structures with the same formula, charge and spin, the calculation gives 233.2 kJ/mol. Its SMILES is C=CP.CCS. For the HOMO energy, the calculation gives -0.3322 Eh. The net charge is 0.

Here are the Mulliken charges for atoms 1 to 6, given in e: number 1, C, carries -0.58; number 2, C, carries -0.75; number 3, C, carries -0.52; number 4, C, carries -0.21; number 5, P, carries -0.10; number 6, S, carries -0.19

(3)
The following is a DFT calculation (wB97M-V/def2-TZVPD) of 2 unconnected molecules or ions with the total composition C4H12.

```
16
C4H12 (wB97M-V/def2-TZVPD)
C -1.94 -1.56 1.21
C -1.81 -0.71 -0.01
H -2.72 -1.42 1.95
H -1.67 -2.63 1.02
H -1.04 -1.73 1.77
H -1.32 -1.29 -0.80
H -1.17 0.32 -0.13
H -2.83 -0.73 -0.34
C 1.93 1.92 -0.92
C 1.64 0.64 -0.21
H 1.14 2.02 -1.75
H 1.84 2.87 -0.37
H 2.96 1.79 -1.27
H 2.38 -0.11 -0.73
H 0.68 0.07 -0.34
H 1.92 0.55 0.91
```

As for the expectation value of S²: 0.750. The calculation puts the LUMO energy (spin up / spin down) at 4.2 / 4.4 eV. As for the multiplicity: 2. For the energy above the lowest of the compared OMol25 structures with the same formula, charge and spin, the calculation gives 208.0 kJ/mol. For the HOMO energy (spin up / spin down), the calculation gives 0.0552 / -0.2456 Eh. The net charge is -1.

Here are the Mulliken charges for atoms 1 to 6, given in e: number 1, C, carries -1.97; number 2, C, carries -2.47; number 3, H, carries 0.70; number 4, H, carries 0.49; number 5, H, carries 0.59; number 6, H, carries 0.30

(4)
The following is a DFT calculation (wB97M-V/def2-TZVPD) of 2 unconnected molecules or ions with the total composition C4H12.

```
16
C4H12 (wB97M-V/def2-TZVPD)
C 1.78 -1.10 0.42
C 2.89 -0.06 0.06
H 1.19 -0.88 1.28
H 0.94 -0.99 -0.31
H 2.34 -1.97 0.60
H 2.64 1.00 0.17
H 3.85 -0.29 0.62
H 3.10 -0.03 -1.06
C -1.64 0.49 0.05
C -3.07 0.64 -0.48
H -1.26 -0.56 -0.13
H -1.02 1.23 -0.58
H -1.41 0.69 1.02
H -3.28 1.70 -0.55
H -3.79 0.11 0.06
H -3.06 0.15 -1.43
```

As for the expectation value of S²: 0.750. The calculation puts the LUMO energy (spin up / spin down) at 4.2 / 4.3 eV. As for the multiplicity: 2. For the energy above the lowest of the compared OMol25 structures with the same formula, charge and spin, the calculation gives 94.7 kJ/mol. For the HOMO energy (spin up / spin down), the calculation gives 0.0552 / -0.2791 Eh. The net charge is -1.

Here are the Mulliken charges for atoms 1 to 6, given in e: number 1, C, carries -1.31; number 2, C, carries -1.53; number 3, H, carries 0.45; number 4, H, carries 0.21; number 5, H, carries 0.66; number 6, H, carries 0.57

(5)
The following is a DFT calculation (wB97M-V/def2-TZVPD) of 2 unconnected molecules or ions with the total composition C4H12.

```
16
C4H12 (wB97M-V/def2-TZVPD)
C -0.81 -1.66 -0.32
C 0.27 -2.04 -1.36
H -0.84 -0.58 -0.29
H -1.74 -2.17 -0.53
H -0.46 -1.99 0.66
H -0.16 -2.15 -2.35
H 0.75 -3.00 -1.12
H 1.10 -1.33 -1.35
C 1.01 1.92 0.69
C -0.49 1.81 0.98
H 1.23 1.48 -0.29
H 1.33 2.96 0.67
H 1.59 1.35 1.42
H -1.01 2.76 0.84
H -0.98 1.15 0.27
H -0.82 1.45 1.96
```

As for the expectation value of S²: 0.750. The calculation puts the LUMO energy (spin up / spin down) at 4.4 / 4.5 eV. As for the multiplicity: 2. For the energy above the lowest of the compared OMol25 structures with the same formula, charge and spin, the calculation gives 38.0 kJ/mol. For the HOMO energy (spin up / spin down), the calculation gives 0.0587 / -0.2814 Eh. The net charge is -1.

Here are the Mulliken charges for atoms 1 to 6, given in e: number 1, C, carries 0.18; number 2, C, carries -2.17; number 3, H, carries -0.64; number 4, H, carries 0.38; number 5, H, carries 0.56; number 6, H, carries 0.46

(6)
The following is a DFT calculation (wB97M-V/def2-TZVPD) of 2 unconnected molecules or ions with the total composition C4H12.

```
16
C4H12 (wB97M-V/def2-TZVPD)
C 2.40 0.06 -0.74
C 1.55 0.76 -1.78
H 1.87 -0.43 0.08
H 2.95 -0.78 -1.18
H 3.12 0.75 -0.32
H 2.20 1.32 -2.45
H 0.85 1.49 -1.35
H 0.89 0.11 -2.39
C -1.34 -0.75 1.45
C -2.64 -0.05 1.10
H -0.47 -0.10 1.33
H -1.27 -1.15 2.45
H -1.16 -1.62 0.82
H -3.52 -0.68 1.30
H -2.62 0.19 0.04
H -2.82 0.88 1.64
```

As for the expectation value of S²: 0.750. The calculation puts the LUMO energy (spin up / spin down) at 4.4 / 4.5 eV. As for the multiplicity: 2. For the energy above the lowest of the compared OMol25 structures with the same formula, charge and spin, the calculation gives 12.8 kJ/mol. For the HOMO energy (spin up / spin down), the calculation gives 0.0576 / -0.2914 Eh. The net charge is -1.

Here are the Mulliken charges for atoms 1 to 6, given in e: number 1, C, carries -1.43; number 2, C, carries -2.02; number 3, H, carries 0.30; number 4, H, carries 0.53; number 5, H, carries 0.38; number 6, H, carries 0.35

(7)
The following is a DFT calculation (wB97M-V/def2-TZVPD) of 2 unconnected molecules or ions with the total composition C4H12.

```
16
C4H12 (wB97M-V/def2-TZVPD)
C 0.90 1.08 1.15
C 2.04 0.23 0.58
H 1.24 1.99 1.72
H 0.22 1.46 0.34
H 0.31 0.29 1.73
H 2.06 0.60 -0.52
H 2.93 0.36 1.12
H 1.95 -0.90 0.28
C -1.43 0.04 -1.16
C -1.62 -1.29 -0.41
H -0.51 0.61 -0.91
H -1.08 -0.28 -2.19
H -2.22 0.87 -1.20
H -2.62 -1.45 -0.06
H -1.05 -1.43 0.53
H -1.14 -2.17 -1.00
```

As for the expectation value of S²: 0.750. The calculation puts the LUMO energy (spin up / spin down) at 4.4 / 4.4 eV. As for the multiplicity: 2. For the energy above the lowest of the compared OMol25 structures with the same formula, charge and spin, the calculation gives 161.3 kJ/mol. For the HOMO energy (spin up / spin down), the calculation gives 0.0571 / -0.2405 Eh. The net charge is -1.

Here are the Mulliken charges for atoms 1 to 6, given in e: number 1, C, carries -1.14; number 2, C, carries -2.92; number 3, H, carries 0.94; number 4, H, carries -0.13; number 5, H, carries 0.13; number 6, H, carries 0.62

(8)
The following is a DFT calculation (wB97M-V/def2-TZVPD) of 2 unconnected molecules or ions with the total composition C4H12.

```
16
C4H12 (wB97M-V/def2-TZVPD)
C 1.10 1.89 -1.31
C 1.64 0.59 -0.71
H 0.35 1.75 -2.05
H 0.58 2.48 -0.55
H 1.90 2.55 -1.66
H 1.88 0.63 0.34
H 2.47 0.24 -1.34
H 0.81 -0.11 -0.80
C -1.07 -1.71 1.55
C -1.62 -0.76 0.47
H 0.02 -1.76 1.59
H -1.49 -1.33 2.47
H -1.29 -2.77 1.38
H -1.39 0.29 0.65
H -1.19 -1.09 -0.47
H -2.70 -0.89 0.44
```

As for the expectation value of S²: 0.750. The calculation puts the LUMO energy (spin up / spin down) at 4.4 / 4.6 eV. As for the multiplicity: 2. For the energy above the lowest of the compared OMol25 structures with the same formula, charge and spin, the calculation gives 34.9 kJ/mol. For the HOMO energy (spin up / spin down), the calculation gives 0.0581 / -0.2892 Eh. The net charge is -1.

Here are the Mulliken charges for atoms 1 to 6, given in e: number 1, C, carries -2.20; number 2, C, carries -0.56; number 3, H, carries 0.74; number 4, H, carries 0.56; number 5, H, carries 0.55; number 6, H, carries 0.53

(9)
The following is a DFT calculation (wB97M-V/def2-TZVPD) of 2 unconnected molecules or ions with the total composition C4H12.

```
16
C4H12 (wB97M-V/def2-TZVPD)
C 0.09 -2.86 0.00
C -0.59 -1.87 -0.94
H 1.10 -3.11 -0.35
H 0.29 -2.70 1.05
H -0.44 -3.82 -0.01
H -1.62 -1.59 -0.78
H -0.11 -0.89 -0.89
H -0.41 -2.33 -1.90
C 0.40 2.51 1.25
C -0.01 2.27 -0.27
H 1.50 2.56 1.25
H 0.01 3.52 1.41
H -0.01 1.74 1.88
H -0.86 2.90 -0.52
H -0.21 1.20 -0.29
H 0.86 2.47 -0.90
```

The calculation puts the LUMO energy at 1.1 eV. For the energy above the lowest of the compared OMol25 structures with the same formula, charge and spin, the calculation gives 67.0 kJ/mol. Its SMILES is CC.CC. For the HOMO energy, the calculation gives -0.4190 Eh. The net charge is 0.

Here are the Mulliken charges for atoms 1 to 6, given in e: number 1, C, carries -0.91; number 2, C, carries -0.58; number 3, H, carries 0.27; number 4, H, carries 0.33; number 5, H, carries 0.27; number 6, H, carries 0.33

(10)
The following is a DFT calculation (wB97M-V/def2-TZVPD) of 2 unconnected molecules or ions with the total composition C4H12.

```
16
C4H12 (wB97M-V/def2-TZVPD)
C 1.00 1.73 2.13
C 1.08 0.76 0.89
H 1.39 2.68 1.96
H -0.10 1.82 2.47
H 1.63 1.42 2.95
H 2.16 1.03 0.33
H 0.20 0.73 0.32
H 1.19 -0.22 1.18
C -0.84 -2.00 -1.67
C -1.33 -0.53 -1.48
H -0.63 -2.43 -0.70
H -1.57 -2.70 -2.15
H 0.13 -2.00 -2.29
H -1.41 0.13 -2.26
H -0.58 -0.03 -0.74
H -2.31 -0.39 -0.95
```

The calculation puts the LUMO energy at 1.1 eV. For the energy above the lowest of the compared OMol25 structures with the same formula, charge and spin, the calculation gives 129.3 kJ/mol. Its SMILES is CC.CC. For the HOMO energy, the calculation gives -0.4139 Eh. The net charge is 0.

Here are the Mulliken charges for atoms 1 to 6, given in e: number 1, C, carries -0.93; number 2, C, carries -0.58; number 3, H, carries 0.30; number 4, H, carries 0.26; number 5, H, carries 0.30; number 6, H, carries 0.23

(11)
The following is a DFT calculation (wB97M-V/def2-TZVPD) of 2 unconnected molecules or ions with the total composition C4H12.

```
16
C4H12 (wB97M-V/def2-TZVPD)
C 2.06 -0.09 1.07
C 2.02 -0.38 -0.44
H 3.08 0.10 1.39
H 1.50 0.82 1.25
H 1.67 -0.94 1.62
H 2.08 0.48 -1.09
H 2.81 -1.03 -0.79
H 1.17 -1.02 -0.69
C -2.20 0.28 0.41
C -1.85 0.19 -1.06
H -1.63 0.96 1.02
H -3.22 0.71 0.51
H -2.35 -0.68 0.91
H -1.13 -0.62 -1.21
H -1.34 1.08 -1.44
H -2.67 -0.01 -1.75
```

The calculation puts the LUMO energy at 1.2 eV. For the energy above the lowest of the compared OMol25 structures with the same formula, charge and spin, the calculation gives 30.8 kJ/mol. Its SMILES is CC.CC. For the HOMO energy, the calculation gives -0.4190 Eh. The net charge is 0.

Here are the Mulliken charges for atoms 1 to 6, given in e: number 1, C, carries -0.80; number 2, C, carries -0.78; number 3, H, carries 0.33; number 4, H, carries 0.22; number 5, H, carries 0.27; number 6, H, carries 0.30

(12)
The following is a DFT calculation (wB97M-V/def2-TZVPD) of 2 unconnected molecules or ions with the total composition C4H12.

```
16
C4H12 (wB97M-V/def2-TZVPD)
C -1.80 0.97 -1.38
C -1.86 0.81 0.14
H -2.59 1.62 -1.75
H -0.88 1.37 -1.80
H -2.00 0.02 -1.87
H -2.68 1.30 0.66
H -1.86 -0.24 0.43
H -0.94 1.18 0.58
C 1.57 -0.80 -0.08
C 2.10 -0.95 1.34
H 2.18 -0.09 -0.64
H 1.56 -1.75 -0.61
H 0.55 -0.41 -0.14
H 1.52 -1.71 1.86
H 2.01 -0.02 1.91
H 3.13 -1.29 1.35
```

The calculation puts the LUMO energy at 1.1 eV. For the energy above the lowest of the compared OMol25 structures with the same formula, charge and spin, the calculation gives 17.6 kJ/mol. Its SMILES is CC.CC. For the HOMO energy, the calculation gives -0.4324 Eh. The net charge is 0.

Here are the Mulliken charges for atoms 1 to 6, given in e: number 1, C, carries -0.85; number 2, C, carries -0.88; number 3, H, carries 0.32; number 4, H, carries 0.29; number 5, H, carries 0.26; number 6, H, carries 0.32

Number 1: DFT total energy -1182.9177 Eh. Number 2: DFT total energy -898.4457 Eh. Number 3: DFT total energy -159.4509 Eh. Number 4: DFT total energy -159.4941 Eh. Number 5: DFT total energy -159.5157 Eh. Number 6: DFT total energy -159.5253 Eh. Number 7: DFT total energy -159.4687 Eh. Number 8: DFT total energy -159.5169 Eh. Number 9: DFT total energy -159.5595 Eh. Number 10: DFT total energy -159.5357 Eh. Number 11: DFT total energy -159.5732 Eh. Number 12: DFT total energy -159.5783 Eh.